# C36H104Cl4N17O9P5

A cluster of 9 separate species, C36H104Cl4N17O9P5 in total (wB97M-V/def2-TZVPD, the OMol25 dataset).

Output
- Net charge: -1
- Energy: -179309.1816 eV
- Gap between HOMO and LUMO (spin up / spin down): 0.107 / 0.247 hartree
- Multiplicity: 2

Last columns: bonded neighbours and bond lengths (Å).
Element x y z (Å)
1 O 0.820 -6.700 0.329  P2 1.502
2 P 0.241 -6.138 -0.938  O1 1.502, N3 1.728, N6 1.660, N9 1.718
3 N 0.141 -4.416 -1.029  P2 1.728, C4 1.432, C5 1.414
4 C 1.158 -3.753 -0.269  N3 1.432, H12 1.090, H13 1.090, H14 1.090
5 C -0.316 -3.695 -2.156  N3 1.414, H15 1.090, H16 1.090, H17 1.090
6 N -1.282 -6.742 -1.205  P2 1.660, C7 1.460, C8 1.455
7 C -1.397 -8.186 -1.028  N6 1.460, H18 1.090, H19 1.090, H20 1.090
8 C -2.430 -6.037 -0.655  N6 1.455, H21 1.090, H22 1.090, H23 1.090
9 N 1.094 -6.572 -2.365  P2 1.718, C10 1.480, C11 1.457
10 C 0.557 -6.481 -3.741  N9 1.480, H24 1.090, H25 1.090, H26 1.090
11 C 2.172 -7.546 -2.269  N9 1.457, H27 1.090, H28 1.090, H29 1.090
12 H 2.100 -4.189 -0.599  C4 1.090
13 H 1.019 -3.802 0.811  C4 1.090
14 H 1.146 -2.694 -0.528  C4 1.090
15 H -0.876 -2.819 -1.828  C5 1.090
16 H -0.949 -4.253 -2.846  C5 1.090
17 H 0.466 -3.205 -2.737  C5 1.090
18 H -2.418 -8.454 -1.300  C7 1.090
19 H -0.738 -8.840 -1.598  C7 1.090
20 H -1.200 -8.487 0.001  C7 1.090
21 H -3.368 -6.589 -0.610  C8 1.090
22 H -2.163 -5.799 0.375  C8 1.090
23 H -2.650 -5.165 -1.271  C8 1.090
24 H 1.278 -6.403 -4.555  C10 1.090
25 H 0.091 -7.453 -3.905  C10 1.090
26 H -0.224 -5.726 -3.831  C10 1.090
27 H 1.805 -8.572 -2.298  C11 1.090
28 H 2.583 -7.374 -1.274  C11 1.090
29 H 3.054 -7.362 -2.883  C11 1.090
30 O 4.780 2.190 -4.206  P31 1.473
31 P 5.307 1.131 -3.329  O30 1.473, N32 1.736, N35 1.669, N38 1.712
32 N 6.289 1.750 -2.038  P31 1.736, C33 1.491, C34 1.446
33 C 6.566 0.893 -0.850  N32 1.491, H41 1.090, H42 1.090, H43 1.090
34 C 6.754 3.113 -1.906  N32 1.446, H44 1.090, H45 1.090, H46 1.090
35 N 6.338 0.078 -4.113  P31 1.669, C36 1.414, C37 1.513
36 C 6.803 -1.151 -3.590  N35 1.414, H47 1.090, H48 1.090, H49 1.090
37 C 7.064 0.689 -5.292  N35 1.513, H50 1.090, H51 1.090, H52 1.090
38 N 4.143 0.065 -2.665  P31 1.712, C39 1.458, C40 1.459
39 C 3.371 -0.635 -3.685  N38 1.458, H53 1.090, H54 1.090, H55 1.090
40 C 3.367 0.296 -1.452  N38 1.459, H56 1.090, H57 1.090, H58 1.090
41 H 5.985 -0.029 -0.868  C33 1.090
42 H 6.425 1.405 0.102  C33 1.090
43 H 7.626 0.646 -0.915  C33 1.090
44 H 7.480 3.262 -1.107  C34 1.090
45 H 5.962 3.797 -1.602  C34 1.090
46 H 7.251 3.480 -2.804  C34 1.090
47 H 7.133 -1.910 -4.300  C36 1.090
48 H 7.583 -0.967 -2.852  C36 1.090
49 H 6.018 -1.690 -3.060  C36 1.090
50 H 6.848 0.048 -6.147  C37 1.090
51 H 6.720 1.698 -5.518  C37 1.090
52 H 8.152 0.658 -5.244  C37 1.090
53 H 3.100 -1.577 -3.208  C39 1.090
54 H 2.515 -0.027 -3.978  C39 1.090
55 H 3.983 -0.819 -4.569  C39 1.090
56 H 3.704 1.186 -0.919  C40 1.090
57 H 3.555 -0.501 -0.733  C40 1.090
58 H 2.371 0.603 -1.773  C40 1.090
59 O 1.376 5.353 1.814  P60 1.499
60 P 2.759 4.933 2.211  O59 1.499, N61 1.708, N64 1.719, N67 1.722
61 N 3.203 5.725 3.658  P60 1.708, C62 1.410, C63 1.471
62 C 2.731 5.330 4.927  N61 1.410, H70 1.090, H71 1.090, H72 1.090
63 C 3.440 7.169 3.510  N61 1.471, H73 1.090, H74 1.090, H75 1.090
64 N 4.030 5.199 1.083  P60 1.719, C65 1.541, C66 1.435
65 C 3.636 5.328 -0.400  N64 1.541, H76 1.090, H77 1.090, H78 1.090
66 C 5.418 5.033 1.409  N64 1.435, H79 1.090, H80 1.090, H81 1.090
67 N 2.844 3.243 2.532  P60 1.722, C68 1.460, C69 1.487
68 C 4.067 2.611 3.016  N67 1.460, H82 1.090, H83 1.090, H84 1.090
69 C 2.128 2.362 1.571  N67 1.487, H85 1.090, H86 1.090, H87 1.090
70 H 1.643 5.291 4.981  C62 1.090
71 H 3.010 6.024 5.719  C62 1.090
72 H 3.160 4.344 5.106  C62 1.090
73 H 2.495 7.697 3.643  C63 1.090
74 H 3.757 7.430 2.500  C63 1.090
75 H 4.350 7.349 4.081  C63 1.090
76 H 2.759 5.952 -0.572  C65 1.090
77 H 4.432 5.857 -0.924  C65 1.090
78 H 3.488 4.335 -0.826  C65 1.090
79 H 5.600 5.005 2.483  C66 1.090
80 H 5.745 4.040 1.099  C66 1.090
81 H 5.910 5.933 1.039  C66 1.090
82 H 4.760 2.220 2.272  C68 1.090
83 H 4.634 3.364 3.563  C68 1.090
84 H 3.802 1.853 3.754  C68 1.090
85 H 1.079 2.224 1.835  C69 1.090
86 H 2.606 1.386 1.489  C69 1.090
87 H 2.259 2.747 0.560  C69 1.090
88 O -6.533 -4.636 0.203  P89 1.469
89 P -6.253 -3.278 -0.284  O88 1.469, N90 1.687, N93 1.699, N96 1.692
90 N -7.522 -2.206 0.008  P89 1.687, C91 1.467, C92 1.457
91 C -8.591 -1.980 -0.973  N90 1.467, H99 1.090, H100 1.090, H101 1.090
92 C -7.899 -2.005 1.400  N90 1.457, H102 1.090, H103 1.090, H104 1.090
93 N -5.759 -3.129 -1.903  P89 1.699, C94 1.498, C95 1.444
94 C -5.486 -1.808 -2.554  N93 1.498, H105 1.090, H106 1.090, H107 1.090
95 C -5.781 -4.334 -2.699  N93 1.444, H108 1.090, H109 1.090, H110 1.090
96 N -4.913 -2.408 0.274  P89 1.692, C97 1.452, C98 1.422
97 C -3.770 -3.219 0.654  N96 1.452, H111 1.090, H112 1.090, H113 1.090
98 C -4.937 -1.050 0.694  N96 1.422, H114 1.090, H115 1.090, H116 1.090
99 H -8.451 -2.455 -1.943  C91 1.090
100 H -8.592 -0.937 -1.290  C91 1.090
101 H -9.566 -2.215 -0.546  C91 1.090
102 H -8.453 -2.896 1.698  C92 1.090
103 H -8.700 -1.285 1.568  C92 1.090
104 H -7.028 -1.854 2.037  C92 1.090
105 H -4.459 -1.794 -2.920  C94 1.090
106 H -6.183 -1.575 -3.359  C94 1.090
107 H -5.686 -0.997 -1.854  C94 1.090
108 H -6.778 -4.769 -2.630  C95 1.090
109 H -5.483 -4.216 -3.741  C95 1.090
110 H -5.125 -5.075 -2.242  C95 1.090
111 H -4.030 -3.618 1.635  C97 1.090
112 H -3.741 -4.145 0.079  C97 1.090
113 H -2.802 -2.736 0.527  C97 1.090
114 H -5.526 -0.441 0.008  C98 1.090
115 H -3.911 -0.682 0.717  C98 1.090
116 H -5.420 -0.906 1.661  C98 1.090
117 O -1.041 -1.426 6.191  P118 1.496
118 P -1.319 0.029 5.985  O117 1.496, N119 1.746, N122 1.755, N125 1.663
119 N -1.767 0.349 4.328  P118 1.746, C120 1.503, C121 1.433
120 C -0.691 -0.008 3.341  N119 1.503, H128 1.090, H129 1.090, H130 1.090
121 C -2.618 1.452 3.992  N119 1.433, H131 1.090, H132 1.090, H133 1.090
122 N 0.027 1.130 6.223  P118 1.755, C123 1.451, C124 1.500
123 C 0.817 0.856 7.409  N122 1.451, H134 1.090, H135 1.090, H136 1.090
124 C 0.270 2.444 5.542  N122 1.500, H137 1.090, H138 1.090, H139 1.090
125 N -2.518 0.665 6.945  P118 1.663, C126 1.487, C127 1.471
126 C -2.613 2.078 7.400  N125 1.487, H140 1.090, H141 1.090, H142 1.090
127 C -3.315 -0.244 7.783  N125 1.471, H143 1.090, H144 1.090, H145 1.090
128 H 0.270 0.128 3.837  C120 1.090
129 H -1.031 0.470 2.422  C120 1.090
130 H -0.678 -1.065 3.076  C120 1.090
131 H -2.887 1.312 2.945  C121 1.090
132 H -2.051 2.356 4.213  C121 1.090
133 H -3.556 1.267 4.516  C121 1.090
134 H 0.235 1.243 8.245  C123 1.090
135 H 0.849 -0.233 7.429  C123 1.090
136 H 1.786 1.350 7.328  C123 1.090
137 H 1.170 2.915 5.938  C124 1.090
138 H 0.347 2.328 4.460  C124 1.090
139 H -0.621 3.008 5.815  C124 1.090
140 H -3.471 2.375 8.004  C126 1.090
141 H -1.704 2.194 7.990  C126 1.090
142 H -2.650 2.803 6.587  C126 1.090
143 H -3.821 0.319 8.566  C127 1.090
144 H -2.745 -1.034 8.271  C127 1.090
145 H -4.081 -0.724 7.174  C127 1.090
146 C -5.237 0.450 -6.620  N147 1.540, H150 1.090, H151 1.090, H152 1.090
147 N -4.669 0.479 -5.188  C146 1.540, O148 1.244, O149 1.259
148 O -5.524 0.686 -4.309  N147 1.244
149 O -3.437 0.320 -4.983  N147 1.259
150 H -4.902 -0.508 -7.016  C146 1.090
151 H -4.779 1.322 -7.087  C146 1.090
152 H -6.320 0.577 -6.586  C146 1.090
153 C -0.738 -0.046 -2.177  N154 1.458, H157 1.090, H158 1.090, H159 1.090
154 N -0.577 0.113 -0.736  C153 1.458, O155 1.192, O156 1.247
155 O 0.103 1.001 -0.322  N154 1.192
156 O -1.020 -0.841 -0.067  N154 1.247
157 H -1.701 -0.235 -2.650  C153 1.090
158 H -0.156 -0.932 -2.431  C153 1.090
159 H -0.403 0.848 -2.704  C153 1.090
160 Cl -1.400 3.765 -2.071  C161 1.805
161 C -1.537 4.294 -0.350  Cl160 1.805, C162 1.500, H164 1.090, H165 1.090
162 C -2.840 3.927 0.296  C161 1.500, Cl163 1.796, H166 1.090, H167 1.090
163 Cl -3.244 2.180 0.394  C162 1.796
164 H -1.138 5.306 -0.280  C161 1.090
165 H -0.719 3.754 0.127  C161 1.090
166 H -3.716 4.481 -0.042  C162 1.090
167 H -2.793 4.366 1.293  C162 1.090
168 Cl 0.962 5.298 -6.414  C169 1.774
169 C 1.707 3.872 -5.666  Cl168 1.774, C170 1.509, H172 1.090, H173 1.090
170 C 0.912 3.400 -4.475  C169 1.509, Cl171 1.706, H174 1.090, H175 1.090
171 Cl -0.550 2.707 -5.017  C170 1.706
172 H 2.650 4.256 -5.276  C169 1.090
173 H 1.836 3.067 -6.390  C169 1.090
174 H 0.593 4.230 -3.844  C170 1.090
175 H 1.391 2.609 -3.898  C170 1.090